No. 1
Molecular formula: C41H45BCuO8P2
Method: DFT, wB97M-V/def2-TZVPD

## Properties
Kohn-Sham gap (spin up / spin down) = 3.57 / 5.70 eV
net charge = -2
HOMO energy (spin up / spin down) = 0.59 / -1.54 eV
DFT total energy = -4539.39809 Ha
multiplicity = 2

Positions of all 98 atoms, in Å:
Cu1 1.539 -0.214 1.303
O1 1.035 2.617 4.148
C1 1.506 1.674 3.511
O2 0.838 0.830 2.825
C2 3.024 1.426 3.692
C3 3.273 -0.015 4.177
C4 4.627 -0.106 4.901
C5 5.612 -0.053 3.702
C6 4.632 0.082 2.525
O3 3.537 -0.729 2.963
C7 4.039 1.509 2.505
C8 3.603 1.886 1.079
O4 4.310 2.711 0.491
O5 2.606 1.285 0.561
H1 3.329 2.139 4.457
H2 2.429 -0.473 4.687
H3 4.764 0.711 5.611
H4 4.711 -1.050 5.441
H5 6.314 0.780 3.751
H6 6.180 -0.981 3.617
H7 4.988 -0.288 1.567
H8 4.815 2.232 2.752
C9 0.831 -2.422 2.708
C10 0.635 -1.965 1.278
O6 0.835 -3.099 0.372
H9 0.276 -3.358 2.855
H10 0.457 -1.661 3.396
H11 1.886 -2.608 2.916
C11 -4.054 0.497 0.882
P1 -2.189 0.540 1.361
C12 -1.732 2.239 0.840
C13 -0.513 2.474 0.203
C14 -0.090 3.764 -0.084
C15 -0.885 4.852 0.252
C16 -2.094 4.636 0.902
C17 -2.503 3.344 1.203
C18 -1.381 -0.549 0.225
C19 -0.857 -1.830 0.821
C20 -0.561 -3.005 -0.143
C21 -0.673 -2.723 -1.588
C22 -0.932 -1.441 -2.023
C23 -1.276 -0.385 -1.160
P2 -4.872 1.705 -0.233
C24 -6.436 0.835 -0.685
C25 -6.954 -0.247 0.022
C26 -8.177 -0.813 -0.325
C27 -8.906 -0.311 -1.390
C28 -8.401 0.768 -2.106
C29 -7.188 1.335 -1.752
C30 -3.983 1.538 -1.823
C31 -3.211 2.617 -2.247
C32 -2.484 2.543 -3.428
C33 -2.537 1.394 -4.203
C34 -3.305 0.314 -3.789
C35 -4.014 0.383 -2.601
H12 -4.613 0.556 1.821
H13 -4.151 -0.527 0.508
H14 0.123 1.645 -0.074
H15 0.875 3.902 -0.557
H16 -0.557 5.861 0.029
H17 -2.716 5.475 1.194
H18 -3.435 3.201 1.741
H19 -1.485 -2.165 1.654
H20 -1.053 -3.943 0.137
H21 -0.467 -3.521 -2.296
H22 -0.910 -1.235 -3.091
H23 -1.533 0.572 -1.601
H24 -6.395 -0.664 0.849
H25 -8.553 -1.658 0.240
H26 -9.854 -0.756 -1.665
H27 -8.956 1.170 -2.946
H28 -6.803 2.175 -2.320
H29 -3.147 3.501 -1.622
H30 -1.862 3.377 -3.729
H31 -1.958 1.327 -5.116
H32 -3.312 -0.602 -4.365
H33 -4.578 -0.479 -2.263
C36 5.426 -2.425 -1.094
C37 3.908 -2.463 -1.088
C38 3.415 -3.889 -1.312
O7 3.444 -2.026 0.206
B1 2.238 -1.363 -0.013
O8 2.026 -1.107 -1.345
C39 3.238 -1.433 -2.040
C40 4.030 -0.136 -2.168
C41 2.881 -1.985 -3.409
H34 5.821 -3.244 -0.489
H35 5.792 -1.484 -0.683
H36 5.811 -2.535 -2.112
H37 3.722 -4.495 -0.458
H38 3.842 -4.315 -2.225
H39 2.330 -3.915 -1.363
H40 4.341 0.243 -1.194
H41 3.374 0.620 -2.601
H42 4.909 -0.259 -2.808
H43 2.107 -2.745 -3.321
H44 3.763 -2.415 -3.895
H45 2.499 -1.178 -4.038

***

No. 2
Molecular formula: C41H45N8OSr
Method: DFT, wB97M-V/def2-TZVPD

## Properties
Kohn-Sham gap = 7.47 eV
net charge = +1
energy above the lowest of the compared OMol25 structures with the same formula, charge and spin = 29.4 kJ/mol
HOMO energy = -9.60 eV
DFT total energy = -2133.33983 Ha
multiplicity = 1

Positions of all 96 atoms, in Å:
Sr1 -0.422 -0.851 -0.653
C1 -1.421 -4.046 0.668
C2 -1.300 -4.443 -0.812
C3 0.104 -4.383 -1.355
C4 0.837 -5.544 -1.556
C5 2.129 -5.451 -2.051
C6 2.648 -4.201 -2.332
C7 1.854 -3.089 -2.102
N1 0.610 -3.171 -1.622
N2 -1.864 -2.649 0.849
C8 -1.552 -2.165 2.201
C9 -0.070 -2.136 2.514
C10 0.382 -2.408 3.797
C11 1.745 -2.373 4.049
C12 2.614 -2.078 3.011
C13 2.076 -1.808 1.764
N3 0.766 -1.826 1.520
C14 -3.306 -2.569 0.624
C15 -3.844 -1.164 0.489
C16 -5.202 -0.933 0.661
C17 -5.688 0.354 0.512
C18 -4.796 1.374 0.218
C19 -3.458 1.055 0.077
N4 -2.983 -0.189 0.194
H1 -0.451 -4.157 1.151
H2 -2.115 -4.718 1.190
H3 -1.935 -3.796 -1.423
H4 -1.686 -5.454 -0.947
H5 0.393 -6.505 -1.336
H6 2.716 -6.344 -2.220
H7 3.646 -4.075 -2.728
H8 2.216 -2.088 -2.306
H9 -2.059 -2.779 2.961
H10 -1.956 -1.153 2.298
H11 -0.322 -2.656 4.580
H12 2.122 -2.587 5.040
H13 3.685 -2.056 3.154
H14 2.710 -1.565 0.918
H15 -3.851 -3.083 1.431
H16 -3.540 -3.120 -0.290
H17 -5.865 -1.750 0.912
H18 -6.742 0.562 0.635
H19 -5.121 2.399 0.107
H20 -2.722 1.821 -0.129
C20 -2.028 -0.068 -3.983
N5 -0.873 -0.054 -3.072
C21 0.237 0.364 -3.576
C22 1.480 0.496 -2.872
C23 2.658 1.022 -3.411
C24 3.594 1.025 -2.375
C25 2.930 0.500 -1.267
N6 1.655 0.168 -1.541
C26 -2.449 1.320 -4.396
C27 -2.135 1.819 -5.654
C28 -2.470 3.122 -6.004
C29 -3.124 3.937 -5.095
C30 -3.454 3.444 -3.839
C31 -3.120 2.144 -3.496
H21 -2.855 -0.564 -3.467
H22 -1.804 -0.671 -4.869
H23 0.282 0.678 -4.624
H24 2.793 1.360 -4.427
H25 4.616 1.366 -2.414
H26 3.332 0.365 -0.270
H27 -1.631 1.180 -6.369
H28 -2.221 3.494 -6.989
H29 -3.387 4.951 -5.366
H30 -3.980 4.074 -3.133
H31 -3.394 1.755 -2.523
C32 2.272 1.928 6.027
C33 3.052 2.754 5.021
N7 2.553 2.545 3.660
C34 3.339 1.683 2.783
C35 4.416 2.444 2.029
C36 1.552 3.354 3.233
O1 1.098 4.270 3.900
C37 1.002 3.103 1.860
C38 1.055 4.074 0.872
C39 0.488 3.798 -0.360
C40 -0.131 2.574 -0.549
N8 -0.238 1.654 0.414
C41 0.328 1.922 1.589
H32 2.670 2.064 7.033
H33 2.325 0.863 5.789
H34 1.225 2.229 6.033
H35 4.111 2.491 5.028
H36 2.976 3.814 5.258
H37 2.688 1.158 2.084
H38 3.779 0.913 3.421
H39 3.966 3.173 1.354
H40 5.029 1.770 1.429
H41 5.076 2.977 2.714
H42 1.536 5.023 1.071
H43 0.525 4.510 -1.173
H44 -0.561 2.321 -1.513
H45 0.238 1.161 2.360

***

No. 3
Molecular formula: C41H46AsN6O5OsSSi2
Method: DFT, wB97M-V/def2-TZVPD

## Properties
Kohn-Sham gap (spin up / spin down) = 8.10 / 5.66 eV
net charge = +1
energy above the lowest of the compared OMol25 structures with the same formula, charge and spin = 0.0 kJ/mol
HOMO energy (spin up / spin down) = -10.32 / -10.29 eV
DFT total energy = -5598.14562 Ha
multiplicity = 5

Positions of all 103 atoms, in Å:
Os1 -0.672 -0.260 0.565
O1 -2.470 -3.716 2.396
S1 -1.962 -3.156 1.175
O2 -2.796 -2.193 0.525
N1 -0.542 -2.304 1.366
C1 0.330 -2.799 2.278
C2 0.583 -4.116 2.535
C3 1.429 -4.616 3.532
C4 2.030 -3.767 4.380
C5 1.861 -2.347 4.217
C6 2.350 -1.377 5.118
C7 2.091 -0.095 4.941
C8 1.298 0.307 3.844
N2 0.872 -0.563 2.994
C9 1.100 -1.879 3.117
C10 -1.681 -4.451 0.005
C11 -0.670 -4.351 -0.920
C12 -0.510 -5.430 -1.809
C13 -1.406 -6.472 -1.819
C14 -2.411 -6.562 -0.860
C15 -2.472 -5.599 0.090
H1 0.098 -4.869 1.883
H2 1.547 -5.671 3.604
H3 2.609 -4.076 5.316
H4 2.903 -1.732 5.979
H5 2.358 0.662 5.634
H6 1.034 1.342 3.674
H7 0.090 -3.595 -0.859
H8 0.398 -5.519 -2.412
H9 -1.284 -7.205 -2.637
H10 -3.096 -7.357 -0.937
H11 -3.132 -5.672 0.976
O3 -2.245 0.402 3.150
C16 -1.761 0.285 2.138
C17 4.418 1.871 1.876
Si1 3.057 2.260 0.680
C18 1.780 3.388 1.444
C19 3.898 2.858 -0.872
As1 1.944 0.187 0.214
Si2 3.622 -1.387 0.141
C20 4.282 -1.743 1.841
C21 4.940 -1.010 -1.111
C22 2.815 -2.955 -0.339
H12 5.020 2.759 1.936
H13 5.053 1.189 1.341
H14 4.206 1.455 2.857
H15 2.217 4.043 2.178
H16 0.977 2.799 1.877
H17 1.318 4.062 0.663
H18 4.571 3.766 -0.749
H19 3.155 3.017 -1.644
H20 4.489 2.007 -1.274
H21 4.439 -0.831 2.437
H22 5.209 -2.337 1.809
H23 3.497 -2.475 2.172
H24 5.555 -0.138 -0.809
H25 4.480 -0.787 -2.096
H26 5.474 -1.937 -1.347
H27 3.495 -3.807 -0.367
H28 2.313 -2.943 -1.324
H29 2.089 -3.203 0.446
O4 0.627 1.635 -2.155
C23 -0.402 2.055 -1.622
N3 -1.164 3.073 -2.065
C24 -2.225 3.435 -1.139
C25 -1.872 2.452 0.002
O5 -2.447 2.459 1.089
N4 -0.928 1.557 -0.426
C26 -3.598 3.170 -1.693
C27 -3.741 2.977 -3.021
C28 -5.017 2.686 -3.501
C29 -6.058 2.490 -2.611
C30 -5.878 2.799 -1.246
C31 -4.646 3.159 -0.791
C32 -2.046 4.887 -0.587
C33 -2.459 5.931 -1.371
C34 -2.186 7.252 -1.041
C35 -1.557 7.543 0.177
C36 -1.217 6.468 1.026
C37 -1.364 5.148 0.600
H30 -0.794 3.743 -2.756
H31 -2.871 2.916 -3.689
H32 -5.245 2.418 -4.484
H33 -6.948 1.983 -2.948
H34 -6.706 2.734 -0.545
H35 -4.395 3.185 0.258
H36 -3.140 5.795 -2.145
H37 -2.499 8.083 -1.634
H38 -1.371 8.512 0.616
H39 -0.594 6.722 1.868
H40 -0.989 4.339 1.208
C38 -0.036 -2.596 -4.654
N5 -0.698 -2.088 -3.483
C39 -2.036 -1.960 -3.252
C40 -2.169 -1.267 -2.075
N6 -0.929 -1.007 -1.594
C41 -0.054 -1.444 -2.514
H41 0.940 -3.064 -4.466
H42 0.074 -1.767 -5.364
H43 -0.684 -3.256 -5.223
H44 -2.804 -2.333 -3.866
H45 -3.058 -0.903 -1.594
H46 1.000 -1.276 -2.445

***

No. 4
Molecular formula: C41H46BrFMoN6O7
Method: DFT, wB97M-V/def2-TZVPD

## Properties
Kohn-Sham gap (spin up / spin down) = 8.03 / 7.96 eV
net charge = +2
energy above the lowest of the compared OMol25 structures with the same formula, charge and spin = 18.6 kJ/mol
HOMO energy (spin up / spin down) = -12.56 / -13.12 eV
DFT total energy = -5186.98577 Ha
multiplicity = 3

Positions of all 103 atoms, in Å:
Mo1 0.348 0.132 0.846
O1 -0.367 3.470 2.884
C1 -0.378 2.596 2.063
O2 0.686 2.027 1.532
C2 -1.675 1.949 1.520
O3 -2.770 2.135 1.972
O4 -1.400 1.090 0.542
C3 3.904 -2.825 5.941
C4 4.220 -3.501 4.596
C5 3.883 -4.992 4.684
C6 5.715 -3.349 4.295
C7 3.368 -2.809 3.543
C8 2.062 -3.212 3.270
C9 1.284 -2.500 2.381
N1 1.737 -1.424 1.729
C10 3.012 -1.054 1.934
C11 3.835 -1.702 2.836
C12 3.449 0.076 1.095
C13 4.766 0.456 0.929
C14 5.097 1.510 0.078
C15 4.040 2.138 -0.575
C16 2.746 1.708 -0.369
N2 2.451 0.688 0.438
C17 6.542 1.961 -0.072
C18 6.728 2.860 -1.296
C19 7.472 0.747 -0.206
C20 6.907 2.751 1.195
H1 4.485 -3.297 6.735
H2 2.846 -2.920 6.191
H3 4.159 -1.764 5.917
H4 4.569 -5.478 5.377
H5 3.983 -5.484 3.715
H6 2.875 -5.169 5.059
H7 6.287 -3.948 5.003
H8 6.057 -2.319 4.403
H9 5.962 -3.697 3.290
H10 1.632 -4.081 3.744
H11 0.268 -2.788 2.157
H12 4.842 -1.347 2.981
H13 5.541 -0.073 1.462
H14 4.204 2.967 -1.246
H15 1.910 2.203 -0.843
H16 6.396 2.370 -2.213
H17 7.786 3.096 -1.410
H18 6.198 3.808 -1.194
H19 7.175 0.105 -1.036
H20 7.505 0.146 0.703
H21 8.488 1.093 -0.395
H22 6.271 3.629 1.310
H23 7.943 3.087 1.132
H24 6.807 2.136 2.091
C21 -6.471 0.109 3.737
C22 -5.658 -1.115 4.125
N3 -4.214 -0.915 3.897
C23 -3.676 -1.389 2.772
C24 -2.387 -1.156 2.357
C25 -2.018 -1.726 1.011
O5 -2.841 -2.332 0.370
O6 -0.784 -1.524 0.610
C26 -1.557 -0.356 3.164
O7 -0.399 0.067 2.845
C27 -2.117 0.133 4.409
C28 -1.346 0.984 5.220
C29 -1.908 1.533 6.326
F1 -1.205 2.398 7.080
C30 -3.243 1.278 6.699
C31 -3.997 0.436 5.913
C32 -3.448 -0.126 4.745
N4 -3.754 1.956 7.828
C33 -5.185 2.167 7.936
C34 -5.392 3.502 8.665
N5 -4.197 3.748 9.553
C35 -3.758 2.471 10.205
C36 -3.157 1.583 9.112
H25 -7.531 -0.097 3.883
H26 -6.312 0.356 2.688
H27 -6.207 0.986 4.327
H28 -5.946 -1.968 3.515
H29 -5.805 -1.413 5.163
H30 -4.322 -1.968 2.124
H31 -0.340 1.245 4.923
H32 -5.019 0.222 6.186
H33 -5.699 1.347 8.454
H34 -5.621 2.255 6.943
H35 -6.275 3.504 9.301
H36 -5.444 4.337 7.971
H37 -4.412 4.464 10.247
H38 -3.431 4.098 8.971
H39 -4.649 2.045 10.662
H40 -3.039 2.701 10.988
H41 -3.344 0.533 9.368
H42 -2.081 1.735 9.056
Br1 0.369 -0.795 -5.906
C37 0.395 -0.498 -4.059
C38 1.200 -1.278 -3.239
C39 1.192 -1.020 -1.887
N6 0.445 -0.052 -1.338
C40 -0.344 0.685 -2.133
C41 -0.391 0.497 -3.500
H43 1.814 -2.070 -3.641
H44 1.798 -1.605 -1.206
H45 -0.956 1.428 -1.643
H46 -1.037 1.113 -4.107

***

No. 5
Molecular formula: C41H46CeP2
Method: DFT, wB97M-V/def2-TZVPD

## Properties
Kohn-Sham gap (spin up / spin down) = 6.37 / 6.40 eV
net charge = +2
HOMO energy (spin up / spin down) = -12.48 / -12.51 eV
DFT total energy = -2746.93401 Ha
multiplicity = 1

Positions of all 90 atoms, in Å:
Ce1 1.059 -1.215 1.179
C1 2.585 2.418 -2.951
C2 1.425 3.028 -2.657
C3 0.454 3.414 -3.745
C4 0.143 2.406 -4.892
C5 0.242 0.952 -4.546
C6 1.352 0.226 -4.692
C7 2.678 0.850 -5.019
C8 3.029 2.234 -4.366
C9 -1.052 -2.646 1.162
H1 3.266 2.097 -2.166
H2 1.212 3.347 -1.628
H3 0.806 4.345 -4.227
H4 -0.514 3.673 -3.296
H5 -0.907 2.578 -5.187
H6 0.745 2.655 -5.783
H7 -0.702 0.472 -4.261
H8 1.283 -0.876 -4.801
H9 2.772 0.973 -6.119
H10 3.488 0.162 -4.735
H11 4.129 2.316 -4.371
H12 2.670 3.038 -5.029
H13 -0.144 -3.233 1.511
H14 -1.717 -3.381 0.704
H15 -1.585 -2.185 2.008
P1 -0.058 1.309 0.820
P2 -1.069 -1.623 -0.689
C10 -0.483 1.175 -0.936
C11 -0.931 0.012 -1.479
C12 -0.909 2.666 1.624
C13 -1.186 3.832 0.891
C14 -1.795 4.939 1.508
C15 -2.205 4.849 2.846
C16 -1.945 3.668 3.576
C17 -1.296 2.576 2.977
C18 1.812 1.621 0.856
C19 2.721 0.699 0.235
C20 4.056 0.668 0.718
C21 4.559 1.764 1.419
C22 3.704 2.779 1.864
C23 2.332 2.666 1.658
C24 -2.688 -2.239 -1.267
C25 -3.827 -1.622 -0.713
C26 -5.112 -2.061 -1.054
C27 -5.278 -3.115 -1.966
C28 -4.149 -3.717 -2.540
C29 -2.859 -3.288 -2.187
C30 0.250 -2.733 -1.353
C31 0.811 -3.893 -0.750
C32 1.857 -4.588 -1.383
C33 2.341 -4.180 -2.629
C34 1.829 -3.010 -3.197
C35 0.822 -2.293 -2.559
H16 -0.345 2.040 -1.605
H17 -1.244 0.059 -2.526
H18 -0.947 3.856 -0.173
H19 -1.961 5.869 0.949
H20 -2.710 5.695 3.335
H21 -2.274 3.599 4.620
H22 -1.079 1.632 3.493
H23 2.472 0.138 -0.696
H24 4.710 -0.177 0.485
H25 5.629 1.855 1.616
H26 4.106 3.674 2.342
H27 1.653 3.432 2.042
H28 -3.714 -0.835 0.035
H29 -5.991 -1.601 -0.591
H30 -6.283 -3.444 -2.250
H31 -4.281 -4.540 -3.252
H32 -1.982 -3.806 -2.580
H33 0.440 -4.297 0.198
H34 2.312 -5.460 -0.907
H35 3.100 -4.763 -3.161
H36 2.227 -2.650 -4.145
H37 0.496 -1.352 -2.989
C36 -2.114 -2.252 5.493
C37 -0.805 -1.466 5.643
C38 -0.907 -0.301 6.633
C39 0.272 -2.407 6.192
C40 -0.382 -1.006 4.312
C41 0.001 -0.686 3.172
H38 -2.444 -2.732 6.424
H39 -1.955 -3.041 4.752
H40 -2.915 -1.610 5.116
H41 -1.109 -0.677 7.643
H42 0.038 0.252 6.669
H43 -1.679 0.423 6.364
H44 0.396 -3.274 5.540
H45 1.240 -1.895 6.228
H46 0.003 -2.758 7.196